No. 1
Density functional theory data (ωB97M-V/def2-TZVPD) for an isolated ion of composition C5H6N3S and charge +1 in a non-equilibrium geometry.

Summary:
Relative energy (zero: lowest compared OMol25 entry of this formula, charge and spin), eV: 6.870
E_LUMO (alpha / beta), eV: -6.8 / -6.8
2S+1: 1
Kohn-Sham gap (alpha / beta), eV: 7.02 / 7.02
Charge: +1

Geometry (Å):
C1 1.06047 1.92208 1.42018
C2 -0.78568 0.27149 -2.00511
C3 -0.66894 -0.59706 -1.00466
C4 0.03011 0.01221 1.68052
C5 0.49277 -1.36362 -0.59726
N1 -0.01910 2.05439 0.68976
N2 -0.56981 0.91554 0.81202
N3 1.54764 1.25234 2.26967
S1 0.62230 -1.49255 1.25790
H1 -1.66853 0.86565 -1.94199
H2 -0.01387 0.61671 -2.73736
H3 -1.62141 -1.05645 -0.65041
H4 -0.13558 0.06610 2.69792
H5 1.46665 -1.12232 -0.93781
H6 0.26299 -2.34451 -0.95336

=====

No. 2
Density functional theory data (ωB97M-V/def2-TZVPD) for an isolated ion of composition C5H6N3S and charge +1 in a non-equilibrium geometry.

Summary:
Relative energy (zero: lowest compared OMol25 entry of this formula, charge and spin), eV: 1.916
E_LUMO (alpha / beta), eV: -5.1 / -7.0
2S+1: 3
Kohn-Sham gap (alpha / beta), eV: 5.95 / 7.18
Charge: +1

Geometry (Å):
C1 -0.62535 2.05032 0.12478
C2 -2.66953 1.10841 0.02929
C3 -1.47223 -1.44925 -0.08764
C4 -2.79632 -1.55439 0.02931
C5 1.36181 0.50415 0.03104
N1 -1.94395 2.14445 0.03376
N2 -0.94553 -0.21701 -0.10256
N3 -0.10187 0.76094 0.08591
S1 -3.85391 -0.06767 -0.01610
H1 0.03218 2.86165 -0.13076
H2 -0.73241 -2.27655 -0.06218
H3 -3.35624 -2.44942 -0.25302
H4 1.63904 1.21948 0.72674
H5 1.76280 -0.43415 0.05512
H6 1.48491 0.79190 -0.99104

=====

No. 3
Density functional theory data (ωB97M-V/def2-TZVPD) for an isolated molecule of C5H6N4 in a non-equilibrium geometry.

Summary:
Relative energy (zero: lowest compared OMol25 entry of this formula, charge and spin), eV: 2.634
E_LUMO, eV: 0.3
2S+1: 1
Kohn-Sham gap, eV: 8.09
Structure (SMILES): [H]/N=C1/NC=C2N=CN[C@H]21

Geometry (Å):
H1 1.76945 -2.22401 -0.35356
N1 2.32787 -1.29356 -0.28742
C1 1.53380 -0.31503 0.04839
N2 1.71676 1.16193 0.02945
C2 0.43632 1.79924 -0.07519
C3 -0.60571 0.90595 -0.01733
N3 -1.93419 0.85985 -0.20000
C4 -2.21886 -0.44707 -0.21978
N4 -1.01204 -1.26407 -0.04886
C5 -0.08515 -0.28212 0.38769
H2 2.33106 1.30929 -0.83561
H3 0.30562 2.93524 -0.03842
H4 -3.38208 -0.82587 -0.34544
H5 -1.18737 -2.13235 0.35848
H6 0.00452 -0.18744 1.59761

=====

No. 4
Density functional theory data (ωB97M-V/def2-TZVPD) for an isolated molecule of C5H6N4 in a non-equilibrium geometry.

Summary:
Relative energy (zero: lowest compared OMol25 entry of this formula, charge and spin), eV: 2.422
E_LUMO, eV: 0.4
2S+1: 1
Kohn-Sham gap, eV: 9.26
Structure (SMILES): [H]/N=C/N1N=CC[C@@H]1C#N

Geometry (Å):
H1 -0.41389 3.64625 0.44469
N1 -0.85967 2.89010 -0.12036
C1 -0.12750 1.79858 0.23928
N2 -0.03355 0.57270 -0.31587
N3 -0.60936 0.19352 -1.59054
C2 -0.36391 -1.05306 -1.67081
C3 0.43423 -1.69208 -0.48179
C4 0.49660 -0.54135 0.52040
C5 -0.25255 -0.63857 1.83803
N4 -0.90042 -0.54343 2.77549
H2 0.55790 1.80328 1.21766
H3 -0.93733 -1.57296 -2.52415
H4 1.46981 -1.88361 -0.75857
H5 -0.13335 -2.51649 -0.15486
H6 1.67299 -0.46289 0.58140

=====

No. 5
Density functional theory data (ωB97M-V/def2-TZVPD) for C5H6N4 as an isolated structure in a non-equilibrium geometry.

Summary:
Relative energy (zero: lowest compared OMol25 entry of this formula, charge and spin), eV: 6.015
E_LUMO, eV: -0.3
2S+1: 1
Kohn-Sham gap, eV: 7.66

Geometry (Å):
C1 1.13368 -0.14544 0.05899
C2 0.22661 1.94162 -0.12911
C3 -0.79686 1.01992 -0.13905
C4 -1.59440 -1.18031 -0.21389
C5 -0.27472 -0.34319 -0.02984
H1 2.41402 -0.97283 1.32404
H2 1.45262 -2.23669 -0.31197
H3 2.13793 1.54685 -0.26603
H4 0.20003 2.98404 0.21869
H5 -1.72935 -1.74066 -1.28201
H6 -1.81254 -1.93881 0.55303
N1 2.19902 -0.97660 0.00817
N2 1.25420 1.23264 -0.10866
N3 -2.23499 1.00513 0.14935
N4 -2.57525 -0.19567 0.16827

=====

No. 6
Density functional theory data (ωB97M-V/def2-TZVPD) for an isolated molecule of C5H6N4S in a non-equilibrium geometry.

Summary:
Relative energy (zero: lowest compared OMol25 entry of this formula, charge and spin), eV: 0.896
E_LUMO (alpha / beta), eV: 0.6 / -2.2
2S+1: 3
Kohn-Sham gap (alpha / beta), eV: 7.37 / 6.51

Geometry (Å):
C1 0.07939 1.51639 -0.43809
C2 1.26180 -1.02989 -0.45391
C3 -0.01519 -1.28271 -0.73848
C4 0.71548 1.14569 0.79358
C5 1.73555 0.03513 0.55448
N1 -0.48986 1.78756 -1.38783
N2 -2.18652 -0.66879 -0.21777
N3 -0.99266 -0.70051 0.05895
N4 -3.18968 -0.10140 -0.03996
S1 -4.70591 0.06664 0.18032
H1 2.05893 -1.51834 -1.03513
H2 -0.20461 -1.76677 -1.69246
H3 1.39592 2.01655 1.16172
H4 -0.10481 0.76812 1.45348
H5 1.86350 -0.59614 1.47402
H6 2.77867 0.32847 0.32707

=====

No. 7
Density functional theory data (ωB97M-V/def2-TZVPD) for an isolated molecule of C5H6N6OS in a non-equilibrium geometry.

Summary:
Relative energy (zero: lowest compared OMol25 entry of this formula, charge and spin), eV: 0.000
E_LUMO (alpha / beta), eV: -0.3 / -0.3
2S+1: 1
Kohn-Sham gap (alpha / beta), eV: 8.55 / 8.55

Geometry (Å):
C1 2.28879 0.75637 -0.53783
C2 1.29265 0.99078 -1.53621
C3 -1.98299 0.16585 -0.32654
C4 3.69000 0.88313 -1.15128
C5 -3.91258 -1.12424 1.01015
N1 -1.23581 0.74843 -1.30576
N2 2.15537 0.19907 0.63972
N3 -1.26492 -0.18179 0.74175
N4 0.98762 -0.06239 1.18336
N5 -0.02382 0.69946 -0.82212
N6 -0.08222 0.13164 0.44893
O1 1.29139 1.37970 -2.63761
S1 -3.67634 -0.00395 -0.43833
H1 4.11692 -0.11310 -1.10629
H2 4.31752 1.65093 -0.58590
H3 3.44215 1.15779 -2.16986
H4 -4.90646 -1.00663 1.45649
H5 -3.13933 -0.97424 1.73962
H6 -3.72913 -2.17890 0.68689

=====

No. 8
Density functional theory data (ωB97M-V/def2-TZVPD) for C5H6NO as an isolated structure in a non-equilibrium geometry.

Summary:
Relative energy (zero: lowest compared OMol25 entry of this formula, charge and spin), eV: 7.324
E_LUMO, eV: -7.5
2S+1: 1
Kohn-Sham gap, eV: 6.29
Charge: +1

Geometry (Å):
C1 -0.94888 0.17045 -0.56363
C2 -2.32336 0.29026 -0.19103
C3 -0.15013 -1.11539 0.10154
C4 0.81426 -0.13919 0.35774
C5 0.02230 1.04797 0.19672
N1 -3.44159 0.03983 0.05689
O1 -4.57655 -0.01747 0.39553
H1 0.16441 -1.99250 -0.43796
H2 -0.79004 -1.51871 0.96012
H3 1.83530 -0.06386 0.20002
H4 -0.55883 1.54453 1.16423
H5 -0.92471 0.23474 -1.59096
H6 0.40703 1.85122 -0.24724

=====

Across the entries above, electronic energy takes the values -756.060542, -756.059930, -413.026872, -413.034630, -412.902617, -811.097155, -995.951155, -323.600816 hartree, respectively.